Entry 1:
Entry from the Open Molecules 2025 dataset: a molecular structure, C26H28AlN2S2Si in a non-equilibrium geometry (ωB97M-V with the def2-TZVPD basis set).

Calculated values
- net charge = +1
- ΔE to the lowest compared entry with this formula, charge and spin (kcal per mole) = 0.0
- HOMO (hartree) = -0.3983
- HOMO-LUMO gap (eV) = 7.1812

Geometry (Å):
C 0.82249 1.62218 0.98434
C 0.95755 2.46341 -0.14760
C -0.30648 2.59328 -0.77913
H 1.85633 3.01368 -0.41831
C -1.26503 1.86422 -0.04068
C -0.60633 1.31584 1.14165
H -1.10797 1.09225 2.08701
H 1.60842 1.38451 1.69884
H -0.50250 3.20738 -1.66322
H -2.33691 1.83169 -0.21356
Al -0.18228 -0.39948 0.11985
C 0.39581 -0.61587 -1.75130
H -0.36375 -0.21211 -2.44054
H 0.53018 -1.67064 -2.02501
H 1.34306 -0.09637 -1.97014
Si -0.49661 -1.94418 -5.80561
C 1.24326 -1.73624 -6.39672
C 1.91578 -0.52078 -6.18827
H 1.40677 0.31210 -5.69346
C 3.23956 -0.37041 -6.62000
H 3.75580 0.57681 -6.45473
C 3.89805 -1.42788 -7.26072
H 4.93487 -1.31188 -7.58795
C 3.22297 -2.63734 -7.47953
H 3.73161 -3.46116 -7.98483
C 1.90084 -2.79387 -7.05226
H 1.36401 -3.72995 -7.22841
C -1.51865 -0.50288 -6.35593
C -1.30553 0.11884 -7.59896
H -0.54860 -0.26841 -8.28802
C -2.05277 1.24881 -7.95522
H -1.87170 1.73632 -8.91525
C -3.02493 1.75622 -7.08359
H -3.60105 2.64379 -7.35812
C -3.26081 1.11805 -5.85773
H -4.02522 1.50390 -5.18025
C -2.51989 -0.01182 -5.49636
H -2.70033 -0.51409 -4.54113
H -0.51512 -2.04533 -4.33424
H -1.04991 -3.17422 -6.40793
C 1.08211 -0.02600 3.78352
C 1.33540 -1.10838 2.80167
N 0.64219 -1.36057 1.68631
C 0.58779 -2.74864 1.41135
C 1.44592 -3.48864 2.19163
S 2.27079 -2.49189 3.34888
C -0.51075 -3.14990 0.59414
C -1.05241 -4.38962 0.33412
S -2.52951 -4.25928 -0.58558
C -2.39258 -2.50636 -0.52737
N -1.32472 -2.08642 0.13828
C -3.41522 -1.61401 -1.12548
H 1.03141 -0.45678 4.79565
H 1.91678 0.68603 3.74795
H 0.14019 0.48707 3.56723
H 1.56598 -4.55692 2.08961
H -0.60572 -5.31349 0.68047
H -3.43578 -1.76000 -2.21494
H -4.39516 -1.88458 -0.70440
H -3.18793 -0.56723 -0.90298

Atomic forces in eV per Å
-0.6 1.0 -0.4
-0.6 -0.5 0.8
-0.3 -0.3 0.4
-0.1 -0.5 -0.1
0.7 0.8 0.3
0.2 -0.2 -0.9
0.1 0.0 -0.5
-0.3 0.2 -0.3
0.1 -0.5 0.3
0.2 0.1 0.0
0.0 0.7 -0.2
0.4 0.1 0.1
0.2 -0.1 0.3
0.0 0.1 0.1
-0.4 -0.2 0.0
0.0 -0.2 -0.4
0.4 -0.1 -0.2
0.4 -0.3 -0.2
0.2 -0.2 -0.2
-0.1 -0.1 0.0
-0.1 -0.3 -0.1
-0.4 -0.1 0.1
-0.4 0.0 0.1
0.0 0.1 0.1
-0.1 0.3 0.1
0.2 0.5 0.1
0.3 0.3 0.0
-0.4 0.4 0.2
-0.3 0.3 0.2
-0.2 0.2 0.3
0.0 -0.1 0.2
-0.1 -0.1 0.3
0.2 -0.3 0.1
0.2 -0.3 0.1
0.0 0.0 -0.1
0.2 -0.1 -0.2
0.2 0.4 -0.6
0.0 0.2 -0.2
-0.2 0.0 0.2
0.0 -0.2 0.1
0.6 0.8 -0.1
-0.5 -1.8 -0.6
0.2 -1.1 1.2
2.1 0.5 1.9
-0.5 0.6 -0.8
-1.3 0.1 -1.0
-2.5 -0.8 -1.2
0.5 1.1 0.0
1.1 1.2 0.7
1.0 -0.6 0.8
-0.4 -0.9 -0.6
-0.2 -0.1 -0.1
0.1 0.2 -0.4
-0.3 0.1 0.3
0.4 -0.1 0.0
0.3 0.1 0.3
-0.3 -0.1 -0.3
-0.1 0.1 0.3
0.2 0.2 -0.3
-0.1 -0.2 0.0

---

Entry 2:
Entry from the Open Molecules 2025 dataset: C17H17N3O in the gas phase in a non-equilibrium geometry (ωB97M-V with the def2-TZVPD basis set).

Calculated values
- net charge = 0
- ΔE to the lowest compared entry with this formula, charge and spin (kcal per mole) = 84.1
- SMILES = CCCc1c(-c2ccccc2)nn(-c2ccccn2)c1O
- HOMO (hartree) = -0.3048
- HOMO-LUMO gap (eV) = 8.7248

Geometry (Å):
N 1.07520 0.10497 -0.98805
N 2.71441 -2.72471 0.90556
O 0.56625 -1.70935 2.14834
C 0.04904 0.69253 -0.43883
C 0.60629 -0.79407 1.10460
C -0.34446 0.19215 0.89238
C 3.47859 -3.83451 0.58538
C 2.35788 -1.90634 -0.15494
C 4.12933 -4.02654 -0.62404
C 2.98130 -2.07030 -1.45651
C 3.83955 -3.15216 -1.65038
C -1.28761 4.35749 -2.18701
C -1.18296 4.24319 -0.85269
C -1.12382 3.26532 -3.01255
C -0.86601 3.02704 -0.34269
C -0.72233 1.99347 -2.49555
C -0.58165 1.84947 -1.09293
N 1.37229 -0.91835 -0.07125
C -3.87754 -0.21159 2.50609
C -1.66312 0.65481 1.46948
C -2.50880 -0.60292 1.97527
H 1.48591 -1.99713 2.24400
H 3.60477 -4.51114 1.40852
H 4.78093 -4.84415 -0.85852
H 2.81394 -1.46730 -2.22644
H 4.43649 -3.28519 -2.54815
H -1.45697 5.27687 -2.62804
H -1.25642 5.06127 -0.07765
H -1.16442 3.36333 -4.07524
H -0.86458 3.14229 0.71574
H -0.36519 1.16691 -3.10317
H -4.59159 -0.19966 1.68900
H -4.28695 -0.96164 3.15596
H -3.92623 0.79070 3.07570
H -2.13112 1.18209 0.67455
H -1.65942 1.24778 2.47100
H -2.53382 -1.29827 1.17339
H -1.89713 -1.09632 2.68966

Atomic forces in eV per Å
0.5 -1.8 0.7
-0.7 0.1 -2.5
0.5 1.7 -1.5
-0.8 0.1 1.3
-2.4 -0.2 0.2
1.2 0.6 -1.8
-0.1 1.8 0.2
2.1 -1.3 -2.0
-1.1 0.0 0.5
0.6 -3.3 4.1
0.3 1.3 0.2
-0.2 -0.6 -1.6
0.1 0.8 2.0
1.0 -2.0 0.6
0.2 -1.3 0.7
0.2 1.0 1.2
-0.1 2.0 -0.8
0.1 0.0 2.8
-0.2 1.0 0.3
0.1 -1.9 3.4
0.7 2.0 -0.6
0.2 -0.7 0.0
0.2 -0.2 0.3
0.1 -0.4 0.5
-1.0 2.7 -2.8
-0.5 0.3 -0.3
-0.5 1.8 -0.9
-0.1 -0.7 -1.5
-0.2 0.2 -0.5
0.6 -1.2 0.9
-0.4 0.2 -0.2
-0.1 0.5 -0.2
0.0 -0.4 0.6
0.3 -1.5 -1.0
-0.8 0.5 -0.2
0.6 -0.3 -2.0
-0.6 -0.7 -0.9
0.4 -0.3 1.0

---

Entry 3:
Entry from the Open Molecules 2025 dataset: a gas-phase ion, C5H11N5 (charge +2) in a non-equilibrium geometry (ωB97M-V with the def2-TZVPD basis set).

Calculated values
- net charge = +2
- ΔE to the lowest compared entry with this formula, charge and spin (kcal per mole) = 158.2
- HOMO (hartree) = -0.6693
- HOMO-LUMO gap (eV) = 6.9096

Geometry (Å):
C -0.47813 0.58667 0.63354
C 0.94881 2.02496 1.25650
C 0.46219 -2.30077 -0.97662
C -0.76978 -1.93206 -1.88091
C -1.49193 -0.91922 -1.02105
N -0.88007 0.37229 1.85389
N -0.38839 1.02026 2.79773
N 0.45635 1.93853 2.54152
N 1.85541 2.87033 0.84687
N -0.69734 0.24593 -0.63594
H 0.89015 -3.24722 -1.40719
H 1.04553 -1.44738 -0.96345
H 0.19179 -2.56998 0.01258
H -1.46442 -2.78460 -1.96229
H -0.44032 -1.59586 -2.77099
H -2.34781 -0.52878 -1.66264
H -2.00410 -1.27255 -0.13653
H 0.81803 2.42962 3.49078
H 2.25004 2.95315 -0.20613
H 2.29708 3.41559 1.58422
H -0.25308 0.74110 -1.39390

Atomic forces in eV per Å
2.2 2.0 -3.3
-1.4 -0.2 -1.1
-1.5 -3.0 -2.5
0.2 -1.9 5.5
-3.4 0.9 -1.9
-1.0 -1.6 -1.2
-1.8 -1.3 1.7
3.8 3.0 1.1
-0.2 -1.3 -1.6
0.5 0.5 4.4
0.4 1.3 0.4
2.0 1.2 0.0
-0.6 -0.1 1.1
0.3 0.4 -0.3
0.7 1.2 -3.1
0.9 0.1 0.8
0.4 -0.5 0.3
-0.9 -1.2 -2.9
-1.3 -0.3 3.2
0.4 0.5 -0.4
0.5 0.4 0.0